Record 1
Density functional theory data (wB97M-V/def2-TZVPD) for a 2-piece molecular cluster, C4H10N2 overall.

For the total energy, the calculation gives -267.82045 Eh. The calculation puts the energy above the lowest of the compared OMol25 structures with the same formula, charge and spin at 2.854 eV.

Structure (XYZ):
```
16
Properties=species:S:1:pos:R:3:mulliken_charge:R:1
C 6.5427 -0.2296 1.2299 -0.69
C 5.7594 -0.9390 0.3908 0.02
N 5.0375 -2.0962 0.4567 -0.45
H 6.2849 -0.4854 2.2865 0.15
H 7.2832 0.5312 1.0189 0.27
H 5.5914 -0.3522 -0.5080 0.26
H 4.9913 -2.5724 1.3476 0.21
H 5.1340 -2.7225 -0.3223 0.23
C -5.1326 2.1408 -1.1442 -0.83
C -5.6000 1.2026 -0.2916 0.14
N -6.4946 0.2088 -0.6471 -0.43
H -5.0982 1.9442 -2.2131 0.19
H -4.6342 3.0603 -0.8723 0.25
H -5.2948 1.3160 0.7414 0.28
H -6.4123 -0.2263 -1.5431 0.20
H -7.0031 -0.1371 0.1424 0.21
```

---

Record 2
Density functional theory data (wB97M-V/def2-TZVPD) for C34H55ClIrN5O8PSSi4 as an isolated structure.

For the total energy, the calculation gives -4666.52877 Eh. The calculation puts the energy above the lowest of the compared OMol25 structures with the same formula, charge and spin at 0.000 eV. Its spin multiplicity is 2.

Structure (XYZ):
```
110
Properties=species:S:1:pos:R:3:mulliken_charge:R:1
Ir -1.2361 -1.0249 0.1223 1.09
N -4.5898 0.2832 3.3730 -0.37
C -3.5901 0.0542 2.4620 0.19
S -3.8298 0.9514 0.9678 -0.64
N -2.6220 -0.6757 2.9036 -1.33
N -1.7043 -1.3586 2.0874 0.98
C -1.4311 -2.4938 2.6501 -0.34
C -0.8804 -3.7030 2.1104 0.00
C -0.5811 -4.7141 3.0499 -0.57
C -0.2223 -5.9801 2.6697 -0.90
C -0.2189 -6.2874 1.2996 -0.52
C -0.5321 -5.3411 0.3600 -0.89
C -0.8363 -4.0032 0.7224 0.51
O -1.0432 -3.1425 -0.2164 -0.29
H -4.7221 -0.4347 4.0665 0.25
H -5.4095 0.7609 3.0414 0.28
H -1.7734 -2.5584 3.6792 0.48
H -0.6521 -4.4667 4.1038 0.42
H 0.0110 -6.7364 3.4057 0.42
H 0.0216 -7.2938 0.9780 0.43
H -0.5511 -5.5834 -0.6952 0.62
O -4.6502 -3.3232 -3.9901 -0.59
C -3.5717 -2.8516 -4.5696 0.48
O -3.3441 -3.0040 -5.7438 -0.61
C -2.5904 -2.1021 -3.7099 0.10
C -1.4586 -1.4827 -4.1994 0.10
Cl -0.9702 -1.2678 -5.8067 -0.12
N -0.7682 -0.9362 -3.1686 0.53
N -1.4455 -1.1325 -2.0100 0.89
C -2.5339 -1.8301 -2.3303 0.13
C -3.5167 -2.1341 -1.2389 0.40
O -4.5463 -2.7566 -1.4993 -0.91
O -3.2238 -1.6566 -0.1039 -0.74
C 0.4008 -0.1336 -3.3443 -0.37
C 1.4639 -0.6896 -4.0439 -0.32
C 2.5341 0.1055 -4.4122 -0.95
C 2.5314 1.4534 -4.0816 -0.95
C 1.4805 1.9871 -3.3529 -1.10
C 0.4092 1.1955 -2.9686 1.67
H -4.6628 -3.1358 -2.9988 0.41
H 1.4321 -1.7330 -4.3268 0.48
H 3.3547 -0.3232 -4.9718 0.44
H 3.3534 2.0883 -4.3846 0.40
H 1.4926 3.0364 -3.0941 0.61
H -0.4247 1.6019 -2.4156 -1.18
C 4.2141 -0.8396 -0.4798 -1.56
C 3.3700 -0.0127 0.4661 -0.04
O 1.9659 0.0627 0.1087 1.47
P 0.9522 -1.1274 0.4775 0.00
O 1.6276 -2.4379 -0.1327 -0.02
C 1.6420 -2.8393 -1.5054 0.87
C 2.3469 -4.1725 -1.5888 -1.82
O 1.2426 -1.4398 2.0092 -0.66
C 2.1782 -2.4114 2.5285 0.02
C 2.4541 -2.0405 3.9644 -1.59
H 5.2655 -0.6682 -0.2409 0.55
H 4.0500 -0.5183 -1.5106 0.16
H 4.0140 -1.9046 -0.4045 0.18
H 3.7128 1.0146 0.4308 0.36
H 3.4541 -0.3406 1.5027 0.16
H 2.1689 -2.0768 -2.0745 -0.07
H 0.6115 -2.9282 -1.8507 0.01
H 3.3925 -4.0906 -1.2909 0.33
H 2.3101 -4.5458 -2.6136 0.42
H 1.8533 -4.8956 -0.9408 0.30
H 3.0860 -2.4216 1.9261 0.47
H 1.7120 -3.3939 2.4489 0.26
H 2.8891 -1.0425 4.0340 0.25
H 3.1479 -2.7565 4.4063 0.42
H 1.5299 -2.0501 4.5425 0.31
C 0.1107 1.3406 3.6152 -0.60
Si -1.1038 2.3555 2.6020 1.18
C -0.3928 4.0671 2.2339 -0.42
C -2.5888 2.7525 3.6909 -1.41
Si -1.6587 1.2878 0.5371 -1.18
Si -2.3668 2.9776 -0.9816 1.04
C -1.0546 4.1880 -1.5934 -0.35
C -3.2121 2.1829 -2.4742 -1.23
C -3.6170 4.0833 -0.1019 -1.30
Si 2.3218 3.4482 -0.0059 1.44
C 2.1671 5.3213 -0.2111 -1.37
C 3.6829 2.9455 -1.2292 -1.16
C 2.9600 3.1064 1.7469 -1.34
H 0.3772 1.8795 4.5286 0.63
H 1.0270 1.1027 3.0737 -0.33
H -0.3633 0.3990 3.8997 0.20
H -0.2249 4.5893 3.1808 0.49
H -1.1047 4.6613 1.6575 0.30
H 0.5466 4.0543 1.6889 -0.88
H -2.3051 3.6148 4.3007 0.50
H -2.8402 1.9287 4.3583 0.34
H -3.4841 3.0146 3.1268 0.29
H -0.2107 3.7080 -2.0830 -0.21
H -0.6590 4.7783 -0.7646 0.12
H -1.5115 4.8776 -2.3090 0.48
H -2.5279 2.0928 -3.3216 0.35
H -4.0482 2.8071 -2.7979 0.55
H -3.6081 1.1898 -2.2517 0.10
H -3.1980 4.5444 0.7937 0.26
H -4.5305 3.5630 0.1816 0.40
H -3.8760 4.8866 -0.7985 0.43
H 1.9994 5.5861 -1.2566 0.35
H 3.1201 5.7656 0.0977 0.46
H 1.3779 5.7765 0.3866 0.35
H 3.6356 3.5905 -2.1086 0.50
H 3.6356 1.9133 -1.5689 -0.07
H 4.6552 3.1134 -0.7532 0.62
H 2.5475 3.8197 2.4622 0.52
H 4.0482 3.2293 1.7478 0.56
H 2.7300 2.1072 2.1122 0.01
```

---

Record 3
Density functional theory data (wB97M-V/def2-TZVPD) for C7H6GaO5 as an isolated structure.

The total charge is +3. For the total energy, the calculation gives -2569.96823 Eh. The calculation puts the energy above the lowest of the compared OMol25 structures with the same formula, charge and spin at 0.000 eV.

Structure (XYZ):
```
19
Properties=species:S:1:pos:R:3:mulliken_charge:R:1
Ga 0.0021 0.3941 -1.7696 0.96
O 0.0292 3.6632 -3.6997 0.04
C 0.0187 2.6468 -3.1525 0.24
C 1.7781 -0.7874 -1.3058 0.49
O 2.6780 -1.4116 -0.9560 -0.02
C -1.7970 -0.7564 -1.3262 0.48
O -2.7037 -1.3636 -0.9688 -0.02
C 0.0001 -0.8560 -3.6695 0.27
O -0.0014 -1.5658 -4.5579 0.02
C -1.1136 0.7163 2.3117 -1.04
C 0.0025 0.0175 1.6258 0.78
C 1.1074 -0.7100 2.3061 -1.05
O 0.0083 0.0122 0.3663 -0.33
H -0.9300 0.5963 3.3762 0.38
H -2.0666 0.2581 2.0084 0.36
H -1.0982 1.7743 2.0099 0.36
H 1.0909 -1.7699 2.0148 0.35
H 2.0683 -0.2623 2.0172 0.36
H 0.9269 -0.5959 3.3695 0.38
```

---

Record 4
Density functional theory data (wB97M-V/def2-TZVPD) for C31H36N2P2SV as an isolated structure.

The total charge is +1. For the total energy, the calculation gives -3336.97621 Eh. The calculation puts the energy above the lowest of the compared OMol25 structures with the same formula, charge and spin at 0.565 eV. Its spin multiplicity is 3.

Structure (XYZ):
```
73
Properties=species:S:1:pos:R:3:mulliken_charge:R:1
C -1.5256 3.3087 -3.3162 -0.70
C -1.2713 2.0319 -2.8206 0.83
C 0.0771 1.6280 -2.6019 0.29
C 1.1394 2.4840 -2.9859 0.77
C 0.8393 3.7709 -3.4597 -0.80
C -0.4814 4.1888 -3.6017 -1.01
C 2.5231 2.0249 -2.9206 -1.06
C 2.6620 0.5705 -2.9211 0.64
C 1.5577 -0.2553 -2.5770 0.41
C 1.6183 -1.6591 -2.8071 0.51
C 2.8365 -2.2198 -3.1952 -0.74
C 3.9663 -1.4235 -3.3936 -1.02
C 3.8727 -0.0363 -3.2892 -0.74
H -2.5661 3.6112 -3.4753 0.39
H 1.6652 4.4366 -3.7202 0.44
H -0.7109 5.1997 -3.9363 0.37
H 3.1396 2.4985 -3.6960 0.59
H 2.8905 -3.2980 -3.3481 0.40
H 4.9130 -1.8957 -3.6362 0.38
H 4.7372 0.5972 -3.4991 0.44
N 0.3751 0.3474 -2.0947 0.42
V -0.4917 -0.3879 -0.6010 -0.33
C -2.4294 1.0779 -2.5808 -1.72
H -2.3565 0.1903 -3.2297 0.37
H -3.3771 1.5881 -2.7877 0.57
C 0.3745 -2.5361 -2.7218 -1.63
H -0.4028 -2.2082 -3.4327 0.38
H 0.6403 -3.5727 -2.9598 0.50
P -2.5764 0.4374 -0.8301 1.56
P -0.4606 -2.5903 -1.0493 1.57
C 0.7304 -3.5456 -0.0452 -1.15
H 0.5218 -3.3703 1.0188 0.06
H 0.6522 -4.6193 -0.2654 0.45
H 1.7527 -3.2034 -0.2535 0.34
C -1.8781 -3.6953 -1.2863 -1.43
H -1.5457 -4.7177 -1.5177 0.46
H -2.4668 -3.7083 -0.3592 0.37
H -2.5163 -3.3205 -2.0979 0.35
C -2.9222 1.9734 0.1004 -1.52
H -3.8967 2.3935 -0.1859 0.45
H -2.9144 1.7566 1.1771 0.41
H -2.1413 2.7179 -0.1035 0.33
C -4.1265 -0.5009 -0.7958 -1.32
H -4.3755 -0.7172 0.2518 0.37
H -4.9438 0.0730 -1.2542 0.44
H -3.9966 -1.4528 -1.3274 0.29
H 3.2850 2.6573 -1.8130 -0.31
H 3.6948 2.9845 -1.2026 0.12
N 0.3372 -0.0294 1.0331 -0.32
S -0.6941 0.1152 2.3692 0.70
C -0.4005 -1.3454 3.3498 0.23
C -1.4854 -1.8279 4.1064 -0.38
C -1.3221 -2.9554 4.9084 -0.66
C -0.0886 -3.6173 4.9408 -0.46
C 0.9785 -3.1543 4.1657 -0.64
C 0.8250 -2.0153 3.3663 -0.40
C 0.0566 1.4421 3.3283 0.38
C -0.0520 2.7512 2.8263 -0.12
C 0.4925 3.8172 3.5450 -0.70
C 1.1376 3.5854 4.7663 -0.43
C 1.2282 2.2856 5.2720 -0.79
C 0.6754 1.2132 4.5645 -0.34
H 1.3200 0.0747 1.2885 0.29
H -2.4362 -1.2974 4.0539 0.43
H -2.1595 -3.3157 5.5073 0.40
H 0.0377 -4.4997 5.5714 0.39
H 1.9382 -3.6743 4.1836 0.44
H 1.6563 -1.6372 2.7684 0.34
H -0.5697 2.9223 1.8821 0.32
H 0.4096 4.8299 3.1490 0.40
H 1.5723 4.4196 5.3195 0.39
H 1.7295 2.0980 6.2232 0.39
H 0.7220 0.2011 4.9590 0.38
```